(1)
Molecular formula: C4H8NO
Method: DFT, ωB97M-V/def2-TZVPD

Each atom is followed by the atoms it is bonded to, with distances in Å.
Element x y z (Å)
1 C -0.468 0.576 0.158  C2 1.319, O6 1.375, H7 1.070
2 C -1.373 -0.303 -0.230  C1 1.319, C4 1.483, H8 1.088
3 C 1.837 0.688 -0.297  N5 1.512, O6 1.253
4 C -2.824 -0.068 -0.031  C2 1.483, H9 1.107, H10 1.131, H11 1.089
5 N 2.984 -0.233 0.053  C3 1.512, H12 1.039, H13 1.003, H14 1.064
6 O 0.816 0.088 0.110  C1 1.375, C3 1.253
7 H -0.449 1.620 0.390  C1 1.070
8 H -0.883 -1.260 -0.391  C2 1.088
9 H -2.990 0.829 0.596  C4 1.107
10 H -3.264 -0.937 0.543  C4 1.131
11 H -3.315 0.136 -0.981  C4 1.089
12 H 2.789 -1.231 0.266  N5 1.039
13 H 3.563 0.334 0.645  N5 1.003
14 H 3.577 -0.238 -0.830  N5 1.064

total charge	+1
Kohn-Sham gap	9.44	eV
E_HOMO	-13.95	eV



(2)
Molecular formula: C4H8NO
Method: DFT, ωB97M-V/def2-TZVPD

Each atom is followed by the atoms it is bonded to, with distances in Å.
Element x y z (Å)
1 C 1.306 -1.425 -1.352  O6 1.160
2 C -0.714 -0.264 0.352  C3 1.319, C4 1.454, H7 1.172
3 C 0.389 0.358 -0.017  C2 1.319, N5 1.478, H8 1.074
4 C -0.725 -1.286 1.386  C2 1.454, H9 1.185, H10 1.142, H11 1.089
5 N 0.266 1.312 -1.139  C3 1.478, H12 1.026, H13 1.054, H14 1.092
6 O 1.531 -0.744 -2.263  C1 1.160
7 H -1.726 -0.061 -0.203  C2 1.172
8 H 1.389 0.375 0.372  C3 1.074
9 H -1.495 -2.186 1.351  C4 1.185
10 H -0.966 -0.757 2.368  C4 1.142
11 H 0.252 -1.768 1.419  C4 1.089
12 H 0.751 0.908 -1.947  N5 1.026
13 H 0.661 2.232 -0.808  N5 1.054
14 H -0.691 1.245 -1.660  N5 1.092

total charge	+1
Kohn-Sham gap	10.85	eV
E_HOMO	-14.75	eV



Winner for stability: (2)



(1)
Molecular formula: C5H11NOS
Method: DFT, ωB97M-V/def2-TZVPD

Each atom is followed by the atoms it is bonded to, with distances in Å.
Element x y z (Å)
1 C -0.808 -0.878 1.255  C2 1.585, C4 1.382, H9 1.104
2 C -2.197 -0.896 0.491  C1 1.585, S3 1.820, H11 1.102, H12 1.059
3 S -2.894 0.710 -0.006  C2 1.820
4 C 0.315 -0.954 0.454  C1 1.382, N5 1.505, O8 1.299
5 N 1.221 0.243 0.565  C4 1.505, C6 1.487, C7 1.507
6 C 2.182 0.246 -0.570  N5 1.487, H14 1.095, H15 1.137, H16 1.111
7 C 0.384 1.495 0.516  N5 1.507, H17 1.047, H18 1.167, H19 1.079
8 O 0.628 -1.878 -0.405  C4 1.299
9 H -0.717 -0.506 2.290  C1 1.104
10 H -0.853 -0.305 -2.010  H13 0.730
11 H -2.937 -1.530 1.007  C2 1.102
12 H -2.017 -1.562 -0.312  C2 1.059
13 H -0.239 -0.428 -2.385  H10 0.730
14 H 1.678 0.486 -1.512  C6 1.095
15 H 2.995 1.025 -0.406  C6 1.137
16 H 2.696 -0.736 -0.495  C6 1.111
17 H 0.100 1.647 -0.480  C7 1.047
18 H 0.998 2.398 0.929  C7 1.167
19 H -0.536 1.423 1.074  C7 1.079

total charge	0
Kohn-Sham gap	5.19	eV
E_HOMO	-8.52	eV



(2)
Molecular formula: C5H11NOS
Method: DFT, ωB97M-V/def2-TZVPD

Each atom is followed by the atoms it is bonded to, with distances in Å.
Element x y z (Å)
1 C -0.778 -1.577 -0.317  C2 1.537, C4 1.506, H9 1.096, H10 1.100
2 C 0.341 -2.238 -1.137  C1 1.537, S3 1.827, H11 1.088, H12 1.089
3 S 1.558 -3.075 -0.061  C2 1.827, H13 1.311
4 C -0.293 -0.337 0.387  C1 1.506, N5 1.403, O8 1.207
5 N -0.099 0.743 -0.488  C4 1.403, C6 1.469, H14 1.002
6 C 0.477 2.042 -0.113  N5 1.469, C7 1.542, H15 1.089, H16 1.091
7 C -0.191 2.749 1.083  C6 1.542, H17 1.092, H18 1.090, H19 1.087
8 O -0.009 -0.282 1.558  C4 1.207
9 H -1.170 -2.291 0.416  C1 1.096
10 H -1.717 -1.556 -0.888  C1 1.100
11 H 0.938 -1.523 -1.700  C2 1.088
12 H -0.049 -2.991 -1.821  C2 1.089
13 H 0.782 -3.534 0.890  S3 1.311
14 H -0.541 0.639 -1.381  N5 1.002
15 H 0.356 2.753 -0.928  C6 1.089
16 H 1.524 1.835 0.116  C6 1.091
17 H 0.554 3.170 1.762  C7 1.092
18 H -1.017 3.423 0.855  C7 1.090
19 H -0.667 2.051 1.767  C7 1.087

total charge	0
Kohn-Sham gap	9.70	eV
E_HOMO	-8.93	eV
SMILES	CCNC(=O)CCS



(3)
Molecular formula: C5H11NOS
Method: DFT, ωB97M-V/def2-TZVPD

Each atom is followed by the atoms it is bonded to, with distances in Å.
Element x y z (Å)
1 C 0.551 0.053 1.453  C2 1.517, C4 1.391, H9 1.091
2 C 0.781 -1.407 1.113  C1 1.517, S3 1.846, H11 1.013, H12 1.098
3 S 0.999 -1.984 -0.627  C2 1.846
4 C -0.039 1.113 0.772  C1 1.391, N5 1.535, O8 1.312
5 N -1.180 0.868 -0.225  C4 1.535, C6 1.460, C7 1.528
6 C -0.687 1.333 -1.518  N5 1.460, H14 1.134, H15 1.015, H16 1.103
7 C -1.694 -0.571 -0.258  N5 1.528, H17 1.166, H18 1.246, H19 1.104
8 O 0.123 2.402 0.954  C4 1.312
9 H 0.766 0.368 2.476  C1 1.091
10 H 2.786 -0.179 -0.657  H13 0.696
11 H 0.190 -2.070 1.601  C2 1.013
12 H 1.814 -1.567 1.451  C2 1.098
13 H 3.366 -0.118 -0.276  H10 0.696
14 H -0.026 0.706 -2.193  C6 1.134
15 H -1.524 1.264 -2.089  C6 1.015
16 H -0.433 2.355 -1.189  C6 1.103
17 H -2.689 -0.468 -0.857  C7 1.166
18 H -2.027 -0.823 0.916  C7 1.246
19 H -1.080 -1.274 -0.848  C7 1.104

total charge	0
Kohn-Sham gap	4.91	eV
E_HOMO	-8.39	eV



(4)
Molecular formula: C5H11NOS
Method: DFT, ωB97M-V/def2-TZVPD

Each atom is followed by the atoms it is bonded to, with distances in Å.
Element x y z (Å)
1 C -2.355 -0.814 -0.478  N6 1.453, S8 1.619, H9 1.055
2 C 0.232 0.965 -1.694  C5 1.542, H10 1.108, H11 1.110, H12 1.100
3 C 0.671 1.089 0.604  C5 1.464, H13 1.082, H14 1.086, H15 1.083
4 C -0.101 -2.423 0.966  O7 1.491, H16 1.152, H17 1.127, H18 1.116
5 C -0.461 0.970 -0.316  C2 1.542, C3 1.464, N6 1.488, H19 1.078
6 N -0.988 -0.415 -0.188  C1 1.453, C5 1.488, O7 1.379
7 O -0.044 -1.418 -0.133  C4 1.491, N6 1.379
8 S -3.584 0.233 -0.601  C1 1.619
9 H -2.344 -1.851 -0.671  C1 1.055
10 H 1.136 0.329 -1.618  C2 1.108
11 H -0.480 0.465 -2.384  C2 1.110
12 H 0.412 2.021 -1.942  C2 1.100
13 H 1.395 1.776 0.186  C3 1.082
14 H 0.914 0.039 0.735  C3 1.086
15 H 0.318 1.583 1.501  C3 1.083
16 H 0.113 -1.752 1.877  C4 1.152
17 H 0.659 -3.200 0.671  C4 1.127
18 H -1.121 -2.816 1.192  C4 1.116
19 H -1.217 1.738 -0.341  C5 1.078

total charge	0
Kohn-Sham gap	8.92	eV
E_HOMO	-8.37	eV
SMILES	CON(C=S)C(C)C



Winner for stability: (2)



(1)
Molecular formula: C5H11NOS
Method: DFT, ωB97M-V/def2-TZVPD

Each atom is followed by the atoms it is bonded to, with distances in Å.
Element x y z (Å)
1 C -0.679 -1.253 0.237  C2 1.619, C5 1.669, H8 1.214, N17 1.404
2 C 0.613 -0.692 -0.563  C1 1.619, C3 1.592, H9 1.060, H10 1.261
3 C -0.109 0.720 -0.422  C2 1.592, C4 1.627, C5 1.513, S19 1.957
4 C 0.913 1.973 -0.239  C3 1.627, H12 1.117, H13 1.117, O18 1.347
5 C -0.793 0.293 0.858  C1 1.669, C3 1.513, H15 1.110, H16 1.099
6 H -1.215 -2.638 1.652  N17 1.127
7 H -0.015 -3.078 0.522  N17 1.043
8 H -1.559 -1.475 -0.567  C1 1.214
9 H 0.656 -0.986 -1.581  C2 1.060
10 H 1.515 -1.089 0.223  C2 1.261
11 H -0.563 1.169 -2.923  S19 1.406
12 H 1.233 2.425 -1.209  C4 1.117
13 H 0.149 2.641 0.228  C4 1.117
14 H 1.743 0.508 0.878  no bonds
15 H -1.744 0.824 1.070  C5 1.110
16 H -0.153 0.210 1.746  C5 1.099
17 N -0.291 -2.271 1.122  C1 1.404, H6 1.127, H7 1.043
18 O 1.727 1.867 0.829  C4 1.347
19 S -1.429 0.853 -1.861  C3 1.957, H11 1.406

total charge	0
Kohn-Sham gap	9.70	eV
E_HOMO	-9.07	eV



(2)
Molecular formula: C5H11NOS
Method: DFT, ωB97M-V/def2-TZVPD

Each atom is followed by the atoms it is bonded to, with distances in Å.
Element x y z (Å)
1 C -2.734 -0.208 1.087  C2 1.522, H6 1.138, H7 1.263, H8 1.088
2 C -2.223 -0.044 -0.336  C1 1.522, C3 1.518, H9 1.184, H10 1.096
3 C -0.774 -0.456 -0.523  C2 1.518, N17 1.469, O18 1.247
4 C 0.002 1.996 -0.053  H11 1.078, H12 1.079, H13 1.141, N17 1.482
5 C 2.355 -0.860 1.084  H14 1.105, H15 1.027, H16 1.189, S19 1.864
6 H -3.671 0.434 1.156  C1 1.138
7 H -1.752 0.219 1.756  C1 1.263
8 H -2.818 -1.262 1.343  C1 1.088
9 H -2.327 1.103 -0.611  C2 1.184
10 H -2.818 -0.657 -1.023  C2 1.096
11 H 0.898 2.391 0.397  C4 1.078
12 H -0.177 2.516 -0.982  C4 1.079
13 H -0.963 2.212 0.515  C4 1.141
14 H 3.450 -0.969 1.180  C5 1.105
15 H 2.144 -0.295 1.916  C5 1.027
16 H 1.798 -1.857 0.754  C5 1.189
17 N 0.227 0.532 -0.097  C3 1.469, C4 1.482, S19 1.660
18 O -0.537 -1.616 -0.911  C3 1.247
19 S 1.824 0.175 -0.374  C5 1.864, N17 1.660

total charge	0
Kohn-Sham gap	9.42	eV
E_HOMO	-8.59	eV
SMILES	CCC(=O)N(C)SC



(3)
Molecular formula: C5H11NOS
Method: DFT, ωB97M-V/def2-TZVPD

Each atom is followed by the atoms it is bonded to, with distances in Å.
Element x y z (Å)
1 C 1.125 2.380 0.256  H6 1.245, H7 1.136, H8 1.126, O18 1.513
2 C 1.697 -1.012 -0.047  H9 1.262, N17 1.422, S19 1.596
3 C -0.911 -0.277 -0.087  C4 1.633, C5 1.492, H10 1.161, N17 1.574
4 C -1.166 -1.064 1.320  C3 1.633, H11 1.167, H12 1.186, H13 1.184
5 C -1.189 -0.825 -1.447  C3 1.492, H14 1.085, H15 1.103, H16 1.165
6 H 1.486 3.373 -0.404  C1 1.245
7 H 1.895 2.261 1.082  C1 1.136
8 H 0.297 2.708 0.945  C1 1.126
9 H 1.022 -2.071 -0.169  C2 1.262
10 H -1.220 0.799 0.220  C3 1.161
11 H -1.068 -2.210 1.123  C4 1.167
12 H -0.493 -0.404 2.041  C4 1.186
13 H -2.252 -0.851 1.741  C4 1.184
14 H -0.864 -0.098 -2.183  C5 1.085
15 H -2.266 -1.058 -1.486  C5 1.103
16 H -0.865 -1.878 -1.826  C5 1.165
17 N 0.644 -0.071 -0.218  C2 1.422, C3 1.574, O18 1.487
18 O 0.836 1.299 -0.762  C1 1.513, N17 1.487
19 S 3.292 -1.001 -0.098  C2 1.596

total charge	0
Kohn-Sham gap	9.08	eV
E_HOMO	-8.39	eV
SMILES	CON(C=S)C(C)C



Winner for stability: (2)